1) This record from the Open Molecules 2025 dataset describes a molecular structure, C6H12Ag2BBr6F4. The level of theory is wB97M-V/def2-TZVPD.

Results
- gap between HOMO and LUMO (eV) = 5.022
- HOMO level (eV) = -12.0
- lowest unoccupied orbital energy (eV) = -6.966

Geometry as ORCA input:
```
! RIJCOSX wB97M-V def2-TZVPD def2/J DEFGRID3
* xyz 1 1
Ag 3.288 -1.460 -0.168
Ag 1.212 0.328 -2.345
B 0.815 -0.232 0.224
F 1.993 0.511 0.172
F 0.507 -0.297 1.533
F -0.114 0.420 -0.545
F 0.916 -1.529 -0.261
Br -2.096 -4.991 -2.939
C -0.694 -4.549 -1.675
C 0.574 -4.902 -2.428
Br 0.912 -6.830 -2.618
H -0.855 -5.052 -0.722
H -0.798 -3.466 -1.607
H 1.406 -4.491 -1.856
H 0.697 -4.381 -3.377
Br 2.968 2.930 3.684
C 2.213 3.206 1.901
C 2.293 4.644 1.500
Br 2.480 4.761 -0.447
H 1.190 2.833 1.954
H 2.750 2.514 1.252
H 3.178 5.185 1.835
H 1.472 5.244 1.892
Br -4.336 0.799 -1.409
C -3.175 0.566 0.207
C -3.074 1.839 1.104
Br -4.832 2.197 1.956
H -2.256 0.062 -0.092
H -3.634 -0.225 0.800
H -2.653 2.695 0.577
H -2.347 1.671 1.898
*
```

=====

2) This record from the Open Molecules 2025 dataset describes a molecular structure, C6H12Ag2BBr6F4. The level of theory is wB97M-V/def2-TZVPD.

Results
- gap between HOMO and LUMO (eV) = 4.177
- HOMO level (eV) = -11.6
- lowest unoccupied orbital energy (eV) = -7.422

Geometry as ORCA input:
```
! RIJCOSX wB97M-V def2-TZVPD def2/J DEFGRID3
* xyz 1 1
Ag 1.022 -1.470 -4.169
Ag 0.509 -4.250 -1.963
B 0.400 -1.086 -1.288
F 0.508 -0.202 -2.347
F -0.377 -2.148 -1.721
F 1.679 -1.506 -0.867
F -0.303 -0.505 -0.254
Br 3.770 1.402 0.951
C 3.133 -0.213 1.712
C 2.587 0.145 3.104
Br 0.840 1.099 2.998
H 4.038 -0.819 1.715
H 2.363 -0.573 1.030
H 3.373 0.773 3.523
H 2.315 -0.726 3.701
Br 0.991 4.483 -2.918
C 0.878 3.196 -1.357
C -0.458 2.557 -1.364
Br -1.886 3.873 -1.067
H 1.140 3.712 -0.433
H 1.680 2.496 -1.591
H -0.562 1.797 -0.590
H -0.628 2.122 -2.349
Br -4.908 -2.201 -0.840
C -3.847 -1.164 0.458
C -2.673 -1.981 0.940
Br -3.416 -3.642 1.674
H -4.456 -1.000 1.347
H -3.575 -0.196 0.036
H -2.095 -1.534 1.749
H -2.041 -2.437 0.178
*
```

=====

Energies relative to the minimum, eV: 1) 0.142; 2) 0.000

=====

1) This record from the Open Molecules 2025 dataset describes a single C7H20NP molecule. The level of theory is wB97M-V/def2-TZVPD.

Results
- gap between HOMO and LUMO (eV) = 9.439
- HOMO level (eV) = -8.4
- SMILES = CCN[PH3]CCC(C)C
- lowest unoccupied orbital energy (eV) = 1.023

Geometry as ORCA input:
```
! RIJCOSX wB97M-V def2-TZVPD def2/J DEFGRID3
* xyz 0 1
C 1.781 -2.942 0.139
C 2.150 -1.799 1.072
N 2.782 -0.655 0.405
P 1.650 0.690 0.045
C 0.376 2.091 -0.237
C -0.895 1.624 -0.959
C -1.667 0.553 -0.226
C -2.716 -0.089 -1.153
C -2.299 1.101 1.064
H 1.004 -2.669 -0.567
H 2.658 -3.320 -0.377
H 1.390 -3.769 0.730
H 2.825 -2.184 1.835
H 1.247 -1.490 1.603
H 3.152 -0.992 -0.483
H 1.045 -0.051 -1.016
H 1.278 0.639 1.417
H 2.729 1.519 -0.318
H 0.071 2.461 0.742
H 0.820 2.940 -0.751
H -0.611 1.300 -1.963
H -1.534 2.496 -1.102
H -1.016 -0.255 0.097
H -2.328 -1.011 -1.580
H -3.606 -0.358 -0.594
H -2.962 0.561 -1.988
H -1.536 1.157 1.838
H -2.759 2.071 0.910
H -3.030 0.381 1.415
*
```

=====

2) This record from the Open Molecules 2025 dataset describes a single C7H20NP molecule. The level of theory is wB97M-V/def2-TZVPD.

Results
- gap between HOMO and LUMO (eV) = 9.657
- HOMO level (eV) = -8.6
- SMILES = CCCN[PH3]CC(C)C
- lowest unoccupied orbital energy (eV) = 1.077

Geometry as ORCA input:
```
! RIJCOSX wB97M-V def2-TZVPD def2/J DEFGRID3
* xyz 0 1
C -2.523 3.613 1.032
C -2.368 2.865 -0.296
C -1.868 1.434 -0.107
N -1.439 0.807 -1.349
P -0.117 -0.384 -1.166
C 1.341 -1.569 -1.047
C 1.792 -1.773 0.405
C 1.431 -3.164 0.922
C 3.276 -1.480 0.590
H -3.371 4.298 1.020
H -1.632 4.198 1.267
H -2.682 2.921 1.863
H -1.661 3.372 -0.953
H -3.323 2.844 -0.830
H -1.019 1.458 0.591
H -2.648 0.845 0.398
H -2.224 0.343 -1.799
H -0.811 -1.141 -0.179
H 0.710 0.688 -0.755
H -0.316 -0.696 -2.533
H 2.149 -1.127 -1.641
H 1.068 -2.517 -1.523
H 1.242 -1.048 1.028
H 1.727 -3.939 0.210
H 0.355 -3.262 1.085
H 1.931 -3.374 1.871
H 3.589 -1.629 1.626
H 3.882 -2.136 -0.043
H 3.508 -0.449 0.316
*
```

=====

Energies relative to the minimum, eV: 1) 0.276; 2) 0.000

=====

1) This record from the Open Molecules 2025 dataset describes a molecular structure, C4H3NOS. The level of theory is wB97M-V/def2-TZVPD.

Results
- gap between HOMO and LUMO (eV) = 8.579
- HOMO level (eV) = -9.1
- lowest unoccupied orbital energy (eV) = -0.571

Geometry as ORCA input:
```
! RIJCOSX wB97M-V def2-TZVPD def2/J DEFGRID3
* xyz 0 1
C 1.999 -0.923 0.014
C -1.295 -0.494 -0.137
C -0.907 0.907 -0.121
C -1.070 2.104 0.043
H 2.745 -0.023 -0.690
H 2.076 -1.949 1.063
H -1.403 3.117 0.281
N 0.787 -0.371 -0.367
O -0.154 -1.247 0.004
S -2.777 -1.121 -0.089
*
```

=====

2) This record from the Open Molecules 2025 dataset describes a single C4H3NOS molecule. The level of theory is wB97M-V/def2-TZVPD.

Results
- gap between HOMO and LUMO (eV) = 7.836
- HOMO level (eV) = -8.8
- SMILES = C#C/C=N/OC=S
- lowest unoccupied orbital energy (eV) = -0.974

Geometry as ORCA input:
```
! RIJCOSX wB97M-V def2-TZVPD def2/J DEFGRID3
* xyz 0 1
C 4.045 -0.411 -0.759
C 2.937 -0.718 -0.226
C 1.572 -0.931 0.230
N 0.818 0.084 -0.122
O -0.498 -0.099 0.315
C -1.390 0.811 0.241
S -3.117 0.479 0.107
H 5.181 -0.070 -0.867
H 0.946 -1.839 0.540
H -0.990 1.930 0.024
*
```

=====

Energies relative to the minimum, eV: 1) 2.251; 2) 0.000

=====

1) This record from the Open Molecules 2025 dataset describes a single C3H3Cl molecule. The level of theory is wB97M-V/def2-TZVPD.

Results
- gap between HOMO and LUMO (eV) = 10.383
- HOMO level (eV) = -9.9
- SMILES = ClC1C=C1
- lowest unoccupied orbital energy (eV) = 0.484

Geometry as ORCA input:
```
! RIJCOSX wB97M-V def2-TZVPD def2/J DEFGRID3
* xyz 0 1
Cl -2.818 -0.006 -0.037
C -0.734 0.150 -0.509
C 0.097 -0.692 0.413
C 0.305 0.626 0.371
H -0.689 0.376 -1.587
H 0.148 -1.563 0.866
H 0.625 1.489 0.776
*
```

=====

2) This record from the Open Molecules 2025 dataset describes a single C3H3Cl molecule. The level of theory is wB97M-V/def2-TZVPD.

Results
- gap between HOMO and LUMO (spin up / spin down) (eV) = 8.596 / 8.405
- HOMO level (spin up / spin down) (eV) = -8.7 / -8.5
- lowest unoccupied orbital energy (spin up / spin down) (eV) = -0.102 / -0.100

Geometry as ORCA input:
```
! RIJCOSX wB97M-V def2-TZVPD def2/J DEFGRID3
* xyz 0 1
C -1.127 0.293 -0.115
C 0.914 -0.176 -0.359
C -0.203 -0.862 -0.171
Cl -1.785 1.062 -1.582
H -0.729 1.141 0.521
H 1.458 0.732 -0.185
H -0.580 -1.709 -0.585
*
```

=====

Energies relative to the minimum, eV: 1) 0.000; 2) 1.394

=====

1) This record from the Open Molecules 2025 dataset describes 3 unconnected molecules or ions with the total composition C3H13NO3. The level of theory is wB97M-V/def2-TZVPD.

Results
- gap between HOMO and LUMO (eV) = 9.813
- HOMO level (eV) = -9.3
- SMILES = C[C@@H](N)CO.O.O
- lowest unoccupied orbital energy (eV) = 0.561

Geometry as ORCA input:
```
! RIJCOSX wB97M-V def2-TZVPD def2/J DEFGRID3
* xyz 0 1
C -2.649 0.787 0.354
C -1.444 0.351 -0.443
N -0.366 1.251 -0.243
C -1.008 -1.059 -0.337
O 0.265 -1.267 -1.049
H -3.119 1.654 -0.233
H -2.449 0.945 1.350
H -3.472 -0.047 0.207
H -1.736 0.359 -1.492
H 0.329 1.272 -0.896
H 0.051 1.097 0.666
H -1.783 -1.757 -0.684
H -0.946 -1.384 0.735
H 0.378 -2.239 -1.074
O 3.381 -0.796 2.112
H 2.485 -0.626 2.381
H 3.478 -0.019 1.599
O 2.872 0.575 -0.604
H 2.186 0.061 -1.059
H 3.545 0.844 -1.289
*
```

=====

2) This record from the Open Molecules 2025 dataset describes 4 unconnected molecules or ions with the total composition C3H13NO3. The level of theory is wB97M-V/def2-TZVPD.

Results
- gap between HOMO and LUMO (eV) = 7.908
- HOMO level (eV) = -7.5
- SMILES = C/C=C/N.O.O.O
- lowest unoccupied orbital energy (eV) = 0.441

Geometry as ORCA input:
```
! RIJCOSX wB97M-V def2-TZVPD def2/J DEFGRID3
* xyz 0 1
C 1.372 -1.086 3.783
C 0.553 -0.895 2.523
C 1.213 -0.679 1.381
N 0.606 -0.249 0.212
H 1.590 -0.116 4.239
H 0.914 -1.648 4.596
H 2.363 -1.482 3.570
H -0.479 -1.200 2.595
H 2.290 -0.739 1.409
H 1.172 -0.262 -0.621
H -0.369 -0.386 0.050
O -2.392 -1.685 -2.041
H -2.473 -0.942 -2.644
H -3.002 -2.404 -2.200
O 0.471 2.865 -2.459
H 0.446 3.829 -2.451
H 1.150 2.693 -1.806
O -1.914 1.078 -3.274
H -2.429 1.752 -3.731
H -1.083 1.556 -3.131
*
```

=====

Energies relative to the minimum, eV: 1) 0.191; 2) 0.000